# C74H158N8O10

A 9-piece molecular cluster, C74H158N8O10 overall in a non-equilibrium geometry (wB97M-V/def2-TZVPD, OMol25).

Geometry as XYZ:
```
250
Properties=species:S:1:pos:R:3
C -25.31 -10.59 -16.53
C -25.46 -9.09 -16.16
C -24.35 -8.34 -16.88
C -26.80 -8.57 -16.69
C -28.00 -9.05 -15.90
C -27.81 -8.74 -14.42
C -26.50 -9.27 -13.82
C -26.27 -8.52 -12.49
C -26.58 -10.79 -13.57
N -25.41 -8.86 -14.72
O -24.11 -9.12 -14.21
H -24.54 -11.08 -15.93
H -26.24 -11.17 -16.57
H -24.90 -10.57 -17.54
H -23.34 -8.61 -16.60
H -24.49 -8.41 -17.97
H -24.43 -7.26 -16.71
H -26.70 -7.48 -16.66
H -26.96 -8.94 -17.70
H -28.91 -8.55 -16.25
H -28.16 -10.12 -16.06
H -28.65 -9.22 -13.89
H -27.98 -7.71 -14.09
H -25.28 -8.78 -12.11
H -27.02 -8.82 -11.75
H -26.26 -7.44 -12.63
H -26.95 -11.36 -14.42
H -27.28 -10.96 -12.75
H -25.60 -11.25 -13.41
H -24.05 -10.09 -14.20
C -22.81 -6.04 -8.80
C -21.86 -7.07 -9.46
C -22.64 -8.27 -9.96
C -21.21 -6.34 -10.63
C -20.29 -5.21 -10.22
C -19.19 -5.78 -9.35
C -19.76 -6.55 -8.11
C -18.50 -7.33 -7.61
C -20.09 -5.62 -6.92
N -20.81 -7.46 -8.53
O -21.29 -8.25 -7.44
H -22.41 -5.07 -8.51
H -23.74 -5.81 -9.31
H -23.12 -6.36 -7.79
H -23.51 -8.05 -10.57
H -21.96 -9.03 -10.37
H -23.02 -8.89 -9.14
H -20.68 -7.14 -11.17
H -21.97 -5.92 -11.28
H -19.84 -4.85 -11.16
H -20.88 -4.36 -9.89
H -18.58 -4.93 -9.03
H -18.55 -6.47 -9.90
H -18.69 -7.81 -6.65
H -17.62 -6.69 -7.53
H -18.37 -8.17 -8.29
H -19.35 -4.86 -6.69
H -20.29 -6.20 -6.01
H -21.04 -5.09 -7.01
H -21.95 -7.66 -7.05
C -25.35 -5.71 -22.27
C -25.85 -5.13 -20.95
C -27.26 -5.64 -20.72
C -24.97 -5.68 -19.82
C -24.97 -4.89 -18.52
C -24.67 -3.44 -18.77
C -25.56 -2.80 -19.86
C -26.91 -2.48 -19.19
C -24.89 -1.49 -20.25
N -25.64 -3.67 -21.03
O -26.35 -3.14 -22.12
H -24.35 -5.30 -22.45
H -25.26 -6.80 -22.18
H -26.02 -5.53 -23.11
H -27.88 -5.40 -21.60
H -27.41 -6.72 -20.68
H -27.72 -5.25 -19.81
H -25.25 -6.71 -19.61
H -23.94 -5.83 -20.16
H -25.93 -4.92 -17.99
H -24.30 -5.33 -17.77
H -23.62 -3.33 -19.05
H -24.65 -2.87 -17.83
H -27.31 -1.56 -19.62
H -26.92 -2.26 -18.12
H -27.64 -3.28 -19.32
H -25.39 -1.00 -21.09
H -23.83 -1.59 -20.48
H -24.98 -0.82 -19.39
H -25.66 -2.70 -22.64
C -19.35 -7.85 -18.69
C -19.74 -6.36 -18.74
C -21.26 -6.21 -18.64
C -19.16 -5.70 -17.48
C -17.67 -5.51 -17.49
C -17.31 -4.71 -18.72
C -17.72 -5.41 -20.02
C -17.45 -4.40 -21.14
C -16.83 -6.61 -20.37
N -19.17 -5.69 -19.93
O -19.77 -6.14 -21.12
H -18.46 -8.08 -18.10
H -20.14 -8.48 -18.25
H -19.34 -8.32 -19.68
H -21.71 -6.93 -17.94
H -21.66 -5.21 -18.48
H -21.72 -6.63 -19.54
H -19.64 -4.76 -17.20
H -19.26 -6.37 -16.61
H -17.17 -5.06 -16.64
H -17.13 -6.46 -17.52
H -16.30 -4.29 -18.80
H -17.84 -3.74 -18.70
H -16.38 -4.22 -21.22
H -18.01 -3.47 -21.01
H -17.79 -4.78 -22.11
H -16.96 -7.41 -19.65
H -15.78 -6.34 -20.47
H -17.16 -7.03 -21.33
H -19.22 -6.90 -21.37
C -15.36 -9.29 -16.19
C -15.17 -8.49 -14.90
C -14.20 -9.29 -14.00
C -14.55 -7.15 -15.34
C -14.57 -6.03 -14.27
C -16.00 -5.78 -13.80
C -16.66 -7.07 -13.27
C -16.15 -7.36 -11.86
C -18.18 -6.81 -13.28
N -16.43 -8.15 -14.22
O -17.08 -9.35 -13.85
H -15.81 -10.28 -16.05
H -16.10 -8.86 -16.88
H -14.39 -9.23 -16.67
H -13.34 -9.64 -14.58
H -13.79 -8.66 -13.21
H -14.62 -10.16 -13.50
H -13.49 -7.30 -15.53
H -15.05 -6.82 -16.25
H -13.90 -6.42 -13.50
H -14.14 -5.15 -14.74
H -16.64 -5.34 -14.57
H -15.94 -5.02 -13.03
H -16.60 -6.65 -11.17
H -15.07 -7.30 -11.69
H -16.40 -8.37 -11.52
H -18.42 -6.02 -12.56
H -18.91 -7.58 -13.04
H -18.51 -6.54 -14.29
H -17.86 -9.36 -14.43
C -23.46 -2.71 -11.73
C -24.84 -2.26 -12.24
C -25.50 -1.46 -11.08
C -24.63 -1.30 -13.44
C -25.92 -1.03 -14.18
C -26.41 -2.35 -14.76
C -26.71 -3.38 -13.62
C -28.00 -2.99 -12.94
C -26.93 -4.76 -14.30
N -25.55 -3.44 -12.71
O -25.57 -4.58 -11.89
H -22.85 -3.20 -12.49
H -22.87 -1.86 -11.35
H -23.58 -3.43 -10.92
H -25.79 -2.19 -10.32
H -24.77 -0.74 -10.72
H -26.40 -0.94 -11.39
H -24.32 -0.34 -13.00
H -23.76 -1.51 -14.07
H -26.63 -0.60 -13.48
H -25.74 -0.23 -14.90
H -25.61 -2.77 -15.37
H -27.29 -2.31 -15.41
H -27.87 -1.99 -12.51
H -28.27 -3.60 -12.08
H -28.78 -2.95 -13.70
H -27.18 -5.52 -13.56
H -26.07 -5.13 -14.86
H -27.75 -4.69 -15.01
H -24.87 -5.13 -12.28
C -16.17 -0.16 -15.60
C -17.02 -0.52 -14.38
C -16.19 -1.35 -13.37
C -17.33 0.83 -13.72
C -18.35 0.77 -12.57
C -19.65 0.03 -13.00
C -19.40 -1.25 -13.83
C -19.20 -2.45 -12.91
C -20.70 -1.49 -14.61
N -18.27 -1.13 -14.79
O -18.21 -2.27 -15.60
H -16.55 0.66 -16.20
H -15.14 0.06 -15.30
H -16.10 -1.07 -16.21
H -16.81 -1.47 -12.48
H -15.98 -2.35 -13.76
H -15.30 -0.83 -13.02
H -16.47 1.42 -13.41
H -17.82 1.42 -14.50
H -17.89 0.28 -11.71
H -18.63 1.78 -12.28
H -20.24 0.70 -13.61
H -20.23 -0.21 -12.11
H -18.92 -3.34 -13.47
H -20.20 -2.69 -12.52
H -18.53 -2.43 -12.05
H -20.92 -0.92 -15.52
H -21.57 -1.41 -13.95
H -20.81 -2.51 -14.98
H -18.55 -1.95 -16.44
C -21.46 -14.94 -14.54
C -21.00 -13.77 -15.44
C -19.85 -14.31 -16.32
C -22.25 -13.41 -16.26
C -21.98 -12.16 -17.08
C -21.61 -11.00 -16.17
C -20.42 -11.32 -15.21
C -19.12 -11.23 -16.02
C -20.39 -10.26 -14.12
N -20.67 -12.62 -14.59
O -19.64 -12.98 -13.70
H -21.92 -15.72 -15.15
H -20.64 -15.48 -14.06
H -22.18 -14.53 -13.83
H -19.92 -15.38 -16.50
H -19.87 -13.80 -17.29
H -18.86 -14.03 -15.95
H -22.43 -14.21 -16.98
H -23.19 -13.25 -15.73
H -21.31 -12.27 -17.94
H -22.89 -11.91 -17.64
H -22.48 -10.76 -15.54
H -21.41 -10.08 -16.72
H -18.30 -11.61 -15.40
H -18.90 -10.24 -16.42
H -19.14 -11.86 -16.92
H -20.19 -9.26 -14.51
H -19.60 -10.41 -13.38
H -21.30 -10.29 -13.51
H -20.06 -13.06 -12.84
O -21.36 -7.10 -15.04
C -21.68 -5.81 -14.56
C -23.21 -5.54 -14.44
O -23.81 -6.28 -13.41
H -21.94 -7.67 -14.50
H -21.33 -5.66 -13.54
H -21.22 -5.04 -15.19
H -23.72 -5.61 -15.40
H -23.33 -4.52 -14.07
H -24.01 -7.19 -13.67
```

As for the SMILES: CC1(C)CCCC(C)(C)N1O.CC1(C)CCCC(C)(C)N1O.CC1(C)CCCC(C)(C)N1O.CC1(C)CCCC(C)(C)N1O.CC1(C)CCCC(C)(C)N1O.CC1(C)CCCC(C)(C)N1O.CC1(C)CCCC(C)(C)N1O.CC1(C)CCCC(C)(C)N1O.OCCO. The calculation puts the gap between HOMO and LUMO at 8.31 eV. As for the LUMO energy: 0.017 Ha. As for the highest occupied orbital energy: -7.9 eV.

These are the Löwdin partial charges, in e, on atoms 1 to 4: C -0.012; C -0.490; C -0.024; C -0.131